1.
Density functional theory data (the ωB97M-V functional and the def2-TZVPD basis) for 40 unconnected molecules or ions with the total composition H80O40 at a distorted geometry.

CARTESIAN COORDINATES (ANGSTROEM)
H (-5.0219, 0.5763, -3.8407)
H (5.8037, -0.0858, 1.1614)
H (-4.2954, -2.9372, -1.3305)
H (0.9296, 0.1842, 5.9954)
H (-3.3392, -1.7296, -5.1639)
H (1.2067, -1.3754, 5.6697)
O (-1.5718, -4.5764, 0.5957)
H (4.6118, -0.1408, 0.4233)
H (-0.6758, -4.6779, 0.5488)
H (-0.0102, 2.0786, -5.4618)
H (4.5788, -1.5964, 4.2538)
H (-5.4342, -1.9310, 0.1742)
H (-0.8751, 2.2257, -3.9874)
O (-0.4747, -5.1089, -2.8733)
O (-3.7036, 1.6112, -0.5635)
H (2.8944, 3.1771, 0.0724)
O (-5.8864, -1.5953, 1.0122)
H (-3.5576, -3.9961, -0.4694)
O (-1.2575, 0.7313, -0.8417)
H (2.5273, 0.4771, -5.2620)
H (-1.3029, -4.6165, -2.9878)
O (-4.4779, -3.6292, -0.6040)
O (-5.9041, 2.0674, 1.4773)
H (3.3274, -2.7401, -1.7084)
O (0.0103, 2.1954, -4.5089)
H (-2.8820, -2.6543, -2.4005)
H (1.4818, 1.0256, 4.8286)
O (2.7795, -2.1826, -2.1374)
H (-0.4290, -1.8419, 3.4869)
H (-0.4632, 1.0313, -1.3442)
H (0.7783, 1.5668, 0.1067)
O (4.9633, 0.4530, 1.0719)
O (0.4981, -0.7145, 5.9744)
H (1.9922, 1.8371, 6.1690)
O (-2.1209, -2.2812, -2.0061)
O (4.8660, 0.2774, -3.1716)
H (1.6575, 1.8985, 3.3204)
H (4.1473, -0.3127, -3.3696)
H (4.9460, -2.5623, 2.1571)
O (-0.0005, 0.9175, 3.3610)
H (-1.2941, -0.1702, -0.9573)
H (-2.8174, -0.1313, 5.3068)
O (2.4475, 0.4072, -1.1663)
H (1.8280, -2.9323, 2.7239)
O (-0.3445, 6.0124, -0.4845)
H (-5.9347, 3.0289, 1.5034)
H (4.7621, 1.2189, -3.3388)
H (-1.5827, -1.1518, 5.3707)
H (-2.2812, -0.6957, -5.5566)
H (-2.5544, 0.7466, 2.9701)
O (-5.7281, 0.8482, -3.4584)
O (2.5253, 2.7635, -4.3216)
O (1.5342, 1.9559, 0.5026)
H (3.3848, 4.7230, 0.5404)
H (0.3975, 3.2902, 2.8315)
O (0.8434, -4.4633, -0.5648)
H (3.3459, 2.3477, -4.2113)
H (3.4641, 0.0455, -1.2258)
H (0.9368, -5.0269, -1.3827)
O (-2.2972, 3.6353, 0.0675)
O (1.7857, -0.1317, -5.3851)
H (1.8908, -2.1543, -1.5742)
H (-5.9216, -0.7027, 0.6486)
O (-2.1391, -0.5811, 4.8865)
H (5.3401, -3.3725, 1.1960)
H (1.2889, 5.7646, -2.5574)
H (-3.3385, 2.4434, 0.0560)
H (-3.9735, 1.0725, 2.2797)
O (3.1342, 4.0987, -0.0915)
H (-5.8989, 1.3699, -2.7424)
H (-0.2895, 0.0803, 3.8314)
H (-5.2217, -1.6103, -3.5145)
H (-1.7766, -4.0595, 1.3204)
H (2.8312, 2.4793, 4.0944)
O (4.2022, -2.4249, 3.7402)
H (-4.2137, -3.0819, 1.1700)
H (0.2161, -2.4936, -5.5091)
O (-3.3779, 0.3890, 2.5746)
H (1.9442, -1.0943, 1.7921)
O (-0.2617, -2.6811, -4.7028)
H (-4.3471, -1.0178, -2.2233)
H (-0.8544, 3.6131, 2.0917)
H (4.0941, -3.1394, 4.4687)
O (-0.0403, -0.1632, -2.9237)
H (0.3021, 6.3985, -1.0165)
O (2.0855, -0.2089, 1.8313)
O (2.1852, 1.2837, 5.4505)
H (5.2615, 2.7215, 2.5038)
H (1.3029, 2.8746, 0.7933)
O (4.4832, 2.3356, 2.6887)
O (5.2115, -2.5114, 1.2448)
H (2.4528, 5.1242, -2.0642)
H (-3.1689, -2.4094, 2.1020)
H (2.1545, 3.2481, -3.6124)
H (-0.7407, -5.9149, -2.4266)
H (3.0361, -3.6549, 2.2287)
H (-5.0739, 2.0126, 0.9992)
H (-2.0363, 3.9480, -0.8620)
O (2.3054, -3.1492, 1.8570)
H (-0.5870, 1.6130, 3.6557)
O (-3.1123, -1.0259, -5.8346)
O (-0.5441, 3.4551, 2.9604)
O (1.6856, 2.6808, 3.8636)
O (-0.6098, -1.9528, 2.5971)
H (-2.0939, -2.3592, -1.0451)
H (-0.1681, -1.0229, -3.2683)
H (-1.0281, 6.6335, -0.5778)
O (-4.4977, -1.8558, -2.8453)
H (0.5360, -2.7548, -3.9975)
H (1.4856, 0.1990, -4.4776)
H (4.3664, 1.8886, 1.8713)
H (-1.3784, 3.7056, 0.4350)
H (-1.2773, -1.3382, 2.2448)
O (-3.2074, -2.7965, 1.1826)
H (0.9207, -0.3884, -2.6911)
H (2.6121, 0.5550, -0.1997)
O (1.6339, 4.8747, -2.2860)
H (0.1703, -3.8280, -0.8829)
H (-3.0017, 1.2252, -0.7812)
H (2.3096, 0.2939, 2.4563)

## Properties
orbital gap (alpha / beta): 1.77 / 8.72 eV
highest occupied orbital energy (alpha / beta): -0.58 / -7.54 eV
expectation value of S²: 0.75
total charge: -1
E_LUMO (alpha / beta): 0.0436 / 0.0433 Ha
largest force on an atom: 0.2595 Eh/bohr
spin multiplicity: 2
energy relative to the best compared isomer or geometry (same formula, charge and spin): 11.512 eV

***

2.
Density functional theory data (the ωB97M-V functional and the def2-TZVPD basis) for 40 unconnected molecules or ions with the total composition H80O40 at a distorted geometry.

CARTESIAN COORDINATES (ANGSTROEM)
O (-2.2130, 3.5632, -1.0834)
H (5.1783, 3.0142, -1.2897)
H (-1.1317, -6.3466, 2.2407)
H (3.4564, 0.1799, 2.2393)
H (-0.5539, 4.2108, -1.0381)
H (-3.8557, 1.2559, 2.9831)
O (2.3917, 2.1988, 4.0650)
H (-2.2448, 0.6845, -2.9973)
H (-2.4598, -0.2386, 5.0303)
O (-4.4157, 0.6333, -3.9358)
H (-3.6415, -4.1432, -2.3602)
O (4.9102, 0.0830, -1.6424)
O (-2.0250, -3.3504, 0.4030)
H (1.9595, -1.5942, -3.5282)
H (-3.5142, 4.6121, -3.9561)
H (-1.2802, -3.1069, -4.6002)
H (-4.9686, -0.5854, 3.5648)
H (1.2375, 0.2766, -6.7292)
H (-4.7152, -4.8842, -1.6628)
O (1.8104, 1.5153, -1.7590)
H (0.1617, -0.8203, 4.5984)
O (0.3836, 3.9221, -1.1961)
O (-4.2486, 4.6298, -0.0190)
O (-2.2342, -3.1600, -4.5765)
H (2.4026, 1.7948, -0.1970)
H (-2.4621, -3.8334, 1.1073)
H (-3.5530, 0.0869, 2.3366)
H (0.4224, -2.8774, -5.7260)
H (3.9883, -1.5829, -4.7404)
O (-5.6028, -1.3005, 3.5277)
O (1.9681, 0.7806, -6.3566)
H (-2.6733, 4.4189, -1.2213)
H (-2.5847, 3.9197, 4.9349)
O (4.3222, -2.1861, -4.0660)
H (2.1341, 0.6647, -2.0898)
H (-1.8557, 3.7847, 2.4613)
O (-6.0797, 2.8720, -0.6962)
H (-2.3410, 2.7593, 5.7628)
O (2.5502, -2.7512, 5.3553)
H (-4.6372, 5.3095, -0.5775)
H (0.9799, 1.3656, 0.6802)
H (1.1248, 1.5396, -2.4790)
O (1.9333, -1.6214, -0.6413)
H (-3.4907, 3.5821, 2.6498)
H (2.7825, 2.7527, 3.4034)
H (-5.1414, -2.1074, 3.6864)
H (5.0850, -3.8364, -0.6504)
O (-0.1854, -6.2911, 2.2670)
O (0.1841, -4.8430, -0.5663)
O (0.6491, 1.4948, 6.6543)
H (1.3495, 1.8687, 6.0906)
O (4.2582, -3.3448, -0.7155)
H (4.1551, -3.0516, -1.6232)
O (5.9950, 2.6541, -1.6182)
H (-0.8666, 2.8060, 1.1573)
H (-1.1801, 2.0023, 4.7325)
H (5.1140, -0.4691, -2.4188)
H (0.0798, 2.2742, 6.6994)
H (-0.8060, -0.3058, -0.7926)
O (-2.0382, 3.6753, 5.6833)
O (0.5992, -1.6862, 4.5013)
H (0.9844, -1.7868, -0.7490)
O (2.4991, 0.1762, 2.1651)
O (2.4409, 2.4241, 0.4978)
H (0.3412, 3.0520, -1.6008)
O (0.0434, 3.0603, 1.2439)
H (2.7467, -4.4162, -2.2599)
H (1.3759, -3.9152, -5.1335)
H (-2.8333, 3.0104, -4.0565)
O (-2.8403, 3.9591, -3.9301)
H (3.0731, -2.4402, 4.6084)
H (4.0150, -3.0834, -4.1973)
O (0.6425, -3.8169, -5.7477)
H (-1.9433, 3.6670, -2.0152)
O (-2.3760, 0.5769, 5.5503)
H (0.1473, 0.3657, 1.3469)
H (0.2060, -5.9577, 1.4555)
H (-2.4362, -2.3834, -4.0211)
H (1.3000, -1.4404, 3.8566)
H (-4.8912, -0.0454, -3.4655)
H (6.4269, 2.1053, -0.9688)
O (-1.7168, 1.4637, -2.7627)
O (-2.6253, 3.2195, 2.4562)
O (0.3844, 0.6264, 0.4432)
O (-3.2883, 0.4990, 3.1722)
O (2.6528, -4.8317, 0.6728)
H (-3.9636, 4.7670, 0.8792)
H (1.4812, 1.9452, 3.9803)
H (0.8533, -1.4197, -2.6568)
H (4.3484, 2.4806, 2.0889)
H (-4.8415, 1.3096, -4.4542)
H (4.1644, 2.1558, 3.6072)
H (-6.4259, 2.5165, 0.1307)
H (-1.1680, -1.8290, -0.7301)
O (4.8209, 2.2256, 2.8889)
H (0.4938, 3.4782, 0.4759)
O (2.8362, -4.9702, -3.0467)
H (0.4722, -0.1423, -3.8407)
H (2.2109, -4.3235, 0.0037)
H (-2.4360, -3.7485, -0.3803)
H (5.7884, 0.4775, -1.5720)
H (-0.6729, 2.9309, 3.6910)
H (2.0133, -0.9452, 0.0495)
O (-3.8900, -4.4319, -1.4569)
H (2.1909, -5.6780, -3.0809)
H (0.2569, -5.1300, -1.4791)
H (1.8960, 0.7893, -5.3924)
H (-1.7656, 1.5079, -1.7888)
H (-2.0307, 0.0833, 6.3468)
O (-0.8779, -1.1325, -1.3119)
H (2.8398, 3.2558, 0.2303)
O (-0.4422, 2.1243, 4.1280)
O (0.9867, -1.6525, -3.5844)
O (0.5578, 0.8228, -4.0147)
H (2.0190, -1.9712, 5.6090)
H (2.2633, 1.0967, 1.9576)
H (-5.3322, 3.4128, -0.3356)
H (0.1750, -3.8901, -0.5699)
H (-0.2554, 1.2721, -3.6925)
H (2.5382, -4.3436, 1.4938)

## Properties
orbital gap: 8.74 eV
highest occupied orbital energy: -9.93 eV
E_LUMO: -0.0436 Ha
largest force on an atom: 0.0616 Eh/bohr
energy relative to the best compared isomer or geometry (same formula, charge and spin): 9.865 eV

***

- Among the records above, which one has the lowest largest force on an atom?
  number 2